DFT (the ωB97M-V functional and the def2-TZVPD basis) results for a structure of composition C33H55IrN6O3PS at a distorted geometry.

```
100
Properties=species:S:1:pos:R:3:forces:R:3
Ir 0.9649 -1.6937 0.4564 0.6 2.1 0.7
C 4.7240 -2.2364 2.4702 0.1 0.1 0.0
C 3.3737 -1.7904 2.0439 0.0 0.2 -0.1
N 3.0049 -1.6655 0.8004 0.0 -1.2 0.2
O 3.9500 -2.1044 -0.1190 -0.1 0.2 -0.2
C 2.3427 -1.4302 2.9790 -0.1 -0.6 0.3
C 2.5427 -1.1493 4.4279 -0.1 0.0 0.0
N 1.1509 -1.3948 2.4286 0.2 0.3 -0.2
O 0.1072 -1.0135 2.9662 0.0 -0.3 0.1
H 5.1549 -2.9178 1.7420 0.0 0.0 0.0
H 4.6688 -2.7150 3.4450 0.0 0.0 0.0
H 5.3936 -1.3756 2.5487 0.0 0.0 0.0
H 3.7821 -1.5715 -0.9099 0.1 0.1 0.0
H 3.5457 -0.7734 4.6188 0.0 0.0 0.0
H 2.3902 -2.0516 5.0249 0.0 0.0 0.0
H 1.8109 -0.4146 4.7587 0.0 0.0 0.0
C -3.6023 -3.1613 -0.6932 0.0 0.0 -0.1
C -2.8044 -2.4761 -1.8124 0.2 0.1 0.2
C -3.7458 -2.1454 -2.9751 -0.1 -0.1 0.0
C -1.7206 -3.4702 -2.2654 -0.1 0.0 -0.1
P -1.9905 -0.9228 -1.1161 -0.1 0.0 0.2
N -0.7290 -1.4266 -0.2052 -0.1 -0.2 -1.0
C -1.3090 0.1635 -2.4959 0.1 -0.1 0.2
C -2.4079 0.9759 -3.1880 0.0 0.0 0.0
C -0.5841 -0.7327 -3.5105 -0.1 0.0 -0.1
C -0.2466 1.1190 -1.9369 0.1 0.0 0.0
C -3.1184 0.0047 0.0590 0.1 -0.2 -0.2
C -2.4181 1.3220 0.4051 -0.1 0.1 0.0
C -4.5042 0.2773 -0.5337 0.0 0.0 0.1
C -3.2334 -0.7925 1.3730 0.0 0.0 0.0
H -3.9318 -4.1309 -1.0704 0.0 0.0 0.0
H -4.4938 -2.6078 -0.4124 0.0 0.0 0.0
H -2.9967 -3.3387 0.1955 0.0 0.0 0.0
H -4.2977 -3.0539 -3.2259 0.0 0.0 0.0
H -3.2142 -1.8340 -3.8707 0.0 0.0 0.0
H -4.4786 -1.3817 -2.7196 0.0 0.0 0.0
H -2.1990 -4.4406 -2.4105 0.0 0.0 0.0
H -0.9416 -3.5913 -1.5159 0.0 0.0 0.0
H -1.2546 -3.1951 -3.2060 0.0 0.0 0.0
H -3.2114 0.3608 -3.5863 0.0 0.0 0.0
H -1.9529 1.5015 -4.0304 0.0 0.0 0.0
H -2.8393 1.7253 -2.5271 0.0 0.0 0.0
H -1.2624 -1.3400 -4.1032 0.0 0.0 0.0
H 0.1466 -1.3832 -3.0275 0.0 0.0 0.0
H -0.0475 -0.0838 -4.2045 0.0 0.0 0.0
H -0.6606 1.9166 -1.3282 0.0 0.0 0.0
H 0.2687 1.5726 -2.7858 0.0 0.0 0.0
H 0.5102 0.5999 -1.3471 0.0 0.0 0.0
H -2.4421 2.0500 -0.4016 0.0 0.0 0.0
H -1.3870 1.1344 0.7082 0.0 0.0 0.0
H -2.9383 1.7744 1.2508 0.0 0.0 0.0
H -4.4648 0.8164 -1.4778 0.0 0.0 0.0
H -5.0577 0.8998 0.1725 0.0 0.0 0.0
H -5.0810 -0.6340 -0.6789 0.0 0.0 0.0
H -2.2635 -1.1578 1.7146 0.0 0.1 0.0
H -3.9265 -1.6244 1.3089 0.0 0.0 0.0
H -3.6141 -0.1147 2.1385 0.0 0.0 0.0
C 2.1320 3.7911 -3.2429 0.0 0.0 0.0
C 1.2913 4.4846 -2.1774 0.1 -0.1 0.0
C 2.0438 4.7191 -0.8731 -0.1 0.0 0.0
N 2.3902 3.4623 -0.1914 0.1 -0.1 0.0
C 1.6792 2.6859 0.6102 -0.2 0.1 -0.1
S 2.2860 1.1139 0.9918 -0.3 -0.6 -0.3
N 0.5078 3.0630 1.1494 0.0 0.0 -0.1
C -0.1587 4.3475 1.2692 0.0 0.1 -0.1
O -1.2799 4.4324 0.8500 0.0 0.0 0.0
C 0.5700 5.4102 1.9868 0.0 0.0 0.0
C 1.6833 5.1331 2.7790 0.0 0.0 0.0
C 2.2922 6.1572 3.4857 0.0 0.0 0.0
C 1.7998 7.4520 3.3928 0.0 0.0 0.0
C 0.6903 7.7297 2.6017 0.0 0.0 0.0
C 0.0713 6.7112 1.9020 0.0 0.0 0.0
H 1.5363 3.5815 -4.1315 0.0 0.0 0.0
H 2.5401 2.8420 -2.8854 0.0 0.0 0.0
H 2.9662 4.4218 -3.5532 0.0 0.0 0.0
H 0.3889 3.9074 -1.9631 0.0 0.0 0.0
H 0.9607 5.4582 -2.5443 0.0 0.0 0.0
H 1.4646 5.3537 -0.2131 0.1 0.0 0.1
H 2.9874 5.2335 -1.0563 0.0 0.0 0.0
H 3.2392 3.0146 -0.5035 0.0 0.0 0.0
H -0.0228 2.2965 1.5375 0.0 0.0 0.1
H 2.0558 4.1209 2.8727 0.0 0.0 0.0
H 3.1452 5.9439 4.1152 0.0 0.0 0.0
H 2.2763 8.2481 3.9493 0.0 0.0 0.0
H 0.3082 8.7392 2.5375 0.0 0.0 0.0
H -0.7964 6.9066 1.2859 0.0 0.0 0.0
C 0.6018 -7.9750 0.3866 0.0 0.0 0.0
C 0.7185 -6.4851 0.4065 0.0 0.0 0.0
C 1.8679 -5.8319 -0.0277 0.0 0.0 0.0
C 1.9381 -4.4557 -0.0247 0.0 0.0 0.0
N 0.9153 -3.6996 0.4116 -0.3 -0.2 0.2
C -0.2033 -4.3138 0.8579 0.1 0.0 0.1
C -0.3296 -5.6808 0.8558 0.0 0.0 0.0
H 1.5740 -8.4506 0.2809 0.0 0.0 0.0
H -0.0182 -8.2835 -0.4582 0.0 0.0 0.0
H 0.1210 -8.3406 1.2930 0.0 0.0 0.0
H 2.7253 -6.3921 -0.3750 0.0 0.0 0.0
H 2.8200 -3.9390 -0.3723 0.0 0.0 0.0
H -0.9878 -3.6703 1.2274 0.0 0.0 0.0
H -1.2521 -6.1201 1.2115 0.0 0.0 0.0
```
Positions in Å, forces in eV/Å.

Results
multiplicity	2
highest occupied orbital energy (spin up / spin down)	-0.495 / -0.494	Eh
energy relative to the best compared isomer or geometry (same formula, charge and spin)	1.888	eV
maximum force	2.29	eV/Å
total energy	-73143.899	eV
orbital gap (spin up / spin down)	0.271 / 0.227	Ha
net charge	+2

=====

DFT (the ωB97M-V functional and the def2-TZVPD basis) results for a structure of composition C15H31MgNO3P2 at a distorted geometry.

```
53
Properties=species:S:1:pos:R:3:forces:R:3
P 0.4928 -2.3919 1.5170 -1.0 3.3 -0.1
P 0.4009 2.3157 1.4645 -0.9 -0.4 1.6
C -0.2666 -0.7559 1.0254 1.1 -0.8 -0.8
C 0.6117 0.6006 0.7778 0.6 -1.0 -1.1
H -1.3565 -0.7897 1.4030 0.7 0.2 0.0
H -0.4681 -1.0262 -0.0109 -0.4 0.3 0.6
H 1.6814 0.3765 0.9599 -0.5 -0.1 0.3
H 0.5756 0.7256 -0.3207 0.0 -0.3 0.6
C -1.2252 2.8345 0.6942 0.0 0.9 -0.6
H -1.9344 3.1327 1.4878 0.3 0.1 -0.3
H -1.7554 2.1052 0.0526 0.6 0.4 0.6
H -1.0211 3.7150 0.0789 0.0 0.5 -0.2
C 1.7258 3.4135 0.8696 0.4 0.6 -0.6
H 1.4557 4.0279 0.0010 0.2 -0.2 0.1
H 2.6799 2.8982 0.6810 -0.4 0.0 0.0
H 1.9041 4.0909 1.7195 0.0 -0.2 -0.4
C -0.5690 -3.5977 0.7262 0.0 -1.0 -0.1
H -0.5589 -4.5582 1.2582 0.2 0.1 0.0
H -0.2382 -3.7756 -0.3013 0.0 0.1 0.1
H -1.6194 -3.2973 0.6803 0.2 0.4 0.2
C 2.2037 -2.4675 1.0492 0.9 -1.0 -0.1
H 2.7187 -1.5045 1.1340 -0.4 -0.1 0.0
H 2.2943 -2.8469 0.0256 0.1 0.1 0.2
H 2.7204 -3.1699 1.7101 0.2 -0.1 0.0
Mg -1.6791 0.9415 2.0880 -2.0 -0.5 1.5
C 0.1045 1.8046 -2.0386 -1.1 1.4 -0.8
C -1.2501 1.8589 -2.1548 1.1 0.8 -0.9
C -2.0799 0.9271 -2.9864 -0.4 -0.3 -0.5
C -1.5410 -0.4973 -3.2252 -0.6 0.5 -0.1
C -0.9336 -1.1208 -2.0267 2.0 -1.2 -0.6
C 0.4079 -1.1141 -1.8263 -0.5 -1.1 -0.7
C 1.4090 -0.3545 -2.6397 0.5 0.1 -0.4
C 0.9871 1.0808 -3.0261 0.1 -0.7 0.2
C 0.3467 -2.4615 3.2771 0.1 -1.0 0.4
H 0.6503 2.5302 -1.4031 -0.7 -0.3 -0.4
H -1.8300 2.7577 -1.8503 0.6 -1.0 0.5
H -2.2373 1.3035 -4.0114 -0.2 0.4 0.4
H -3.0693 0.8449 -2.5064 0.3 0.1 -0.2
H -2.4071 -1.1121 -3.4819 0.0 0.0 -0.2
H -0.8873 -0.4919 -4.1071 0.1 -0.2 0.4
H -1.6139 -1.7950 -1.5006 0.4 0.3 0.3
H 0.9286 -1.7979 -1.1226 -0.9 0.6 -0.2
H 1.6295 -0.8627 -3.6030 -0.1 -0.1 0.5
H 2.3731 -0.3239 -2.0925 -0.5 0.0 -0.2
H 1.9196 1.6393 -3.1256 -0.2 0.2 -0.2
H 0.5259 1.0221 -4.0206 0.0 0.3 0.4
H 0.8807 -1.6460 3.7757 -0.1 -0.1 -0.3
H 0.7560 -3.4411 3.5534 -0.1 0.1 0.4
H -0.7212 -2.4052 3.5260 0.2 0.0 0.0
O -0.3342 0.6842 5.6560 -0.5 0.0 -1.1
N -0.7637 0.6676 4.5222 -0.7 -0.2 -1.6
O -2.0217 0.8631 4.1920 2.2 -0.1 1.3
O -0.0015 0.4433 3.4757 -1.0 0.0 2.1
```
Positions in Å, forces in eV/Å.

Results
highest occupied orbital energy	-0.121	Eh
maximum force	3.49	eV/Å
total energy	-47702.067	eV
orbital gap	0.122	Ha
net charge	0

=====

DFT (the ωB97M-V functional and the def2-TZVPD basis) results for a structure of composition C38H30ClCrN8O.

```
79
Properties=species:S:1:pos:R:3:forces:R:3
Cr 0.8213 0.4609 0.0786 -0.5 0.4 -0.5
N 0.5372 4.5545 -1.4403 0.0 0.0 0.0
C 0.9545 3.4688 -0.7539 0.0 0.0 0.0
N 0.7648 2.2568 -1.1235 -0.1 0.0 0.2
C 0.0195 2.0008 -2.3051 0.0 0.0 0.0
N -0.2387 0.7793 -2.5938 0.1 0.0 0.1
N 0.2902 -0.0765 -1.6913 0.1 -0.1 0.1
C -0.1841 -1.3999 -1.7225 0.1 -0.2 0.0
C 0.4576 -2.2231 -0.6552 0.0 0.1 -0.1
C 0.7991 -3.6358 -0.8943 0.0 -0.1 0.1
C 1.8593 -4.1845 -0.2836 -0.1 0.0 0.0
C 2.6636 -3.4022 0.6196 0.1 0.1 0.1
C 2.3559 -2.0910 0.7905 0.0 -0.1 0.1
N 1.3351 -1.4428 0.1764 -0.3 0.2 -0.1
C -0.4094 3.1336 -3.1233 0.0 0.0 0.0
C -1.0805 2.9852 -4.3342 0.0 0.0 0.0
C -1.4794 4.0949 -5.0582 0.0 0.0 0.0
C -1.2113 5.3739 -4.5825 0.0 0.0 0.0
C -0.5415 5.5417 -3.3825 0.0 0.0 0.0
C -0.1468 4.4233 -2.6626 0.0 0.0 0.0
H 0.7142 5.4700 -1.0667 0.0 0.0 0.0
H 1.4876 3.6651 0.1710 0.0 0.0 0.0
H -0.4383 -1.8364 -2.6829 0.1 0.0 0.1
H 0.1640 -4.2032 -1.5632 0.0 0.0 0.0
H 2.1075 -5.2240 -0.4611 0.0 0.0 0.0
H 3.5023 -3.8341 1.1453 0.0 0.0 0.0
H 2.9572 -1.4880 1.4634 0.0 0.0 0.0
H -1.2839 1.9830 -4.6862 0.0 0.0 0.0
H -2.0004 3.9664 -5.9974 0.0 0.0 0.0
H -1.5237 6.2421 -5.1472 0.0 0.0 0.0
H -0.3274 6.5338 -3.0024 0.0 0.0 0.0
Cl -4.6085 -0.6881 4.7048 0.0 0.0 0.0
C -3.5107 -0.1529 3.4643 0.0 0.0 0.0
C -4.0025 0.1017 2.1731 0.0 0.0 0.0
C -3.1652 0.5314 1.1800 0.1 0.0 0.0
C -1.7755 0.6930 1.4097 -0.1 -0.1 0.0
O -1.0074 1.0919 0.4529 0.3 -0.2 0.0
C -1.2993 0.4213 2.7177 0.1 0.1 0.0
C 0.0788 0.5955 3.0418 0.0 -0.1 -0.1
N 1.0252 0.7378 2.1744 0.3 0.1 0.2
C 2.3592 0.9236 2.6073 -0.2 0.0 0.1
C 2.8234 0.9667 3.9002 0.0 0.0 -0.1
C 4.1940 1.1580 4.1623 0.0 0.0 0.0
C 5.0991 1.2997 3.1484 0.0 0.0 0.0
C 4.6630 1.2398 1.8063 -0.1 0.0 0.0
C 5.5301 1.3367 0.6943 0.0 0.0 -0.1
C 5.0178 1.2334 -0.5662 0.1 0.0 0.0
C 3.6373 1.0284 -0.7337 -0.2 0.0 0.1
N 2.8047 0.9450 0.2795 0.2 -0.1 0.0
C 3.2921 1.0519 1.5480 0.1 0.0 0.0
C -2.1856 0.0206 3.7385 0.0 0.0 0.0
H -5.0549 -0.0520 1.9727 0.0 0.0 0.0
H -3.5340 0.7227 0.1809 0.0 0.0 0.0
H 0.3161 0.5956 4.1050 0.0 0.0 0.0
H 2.1539 0.8510 4.7400 0.0 0.0 0.0
H 4.5281 1.1890 5.1908 0.0 0.0 0.0
H 6.1510 1.4465 3.3573 0.0 0.0 0.0
H 6.5909 1.4805 0.8576 0.0 0.0 0.0
H 5.6509 1.2907 -1.4402 0.0 0.0 0.0
H 3.1977 0.9119 -1.7163 0.0 0.0 0.0
H -1.8051 -0.1694 4.7351 0.0 0.0 0.0
C -2.9641 -1.6686 -2.6799 -0.1 0.0 0.0
C -3.0269 -2.6317 -1.5210 0.0 -0.1 0.0
C -4.1214 -3.4850 -1.4076 0.0 0.0 0.0
C -4.2783 -4.3216 -0.3166 0.0 0.0 0.0
C -3.3493 -4.2723 0.7122 0.0 0.0 0.0
C -2.2449 -3.4353 0.6423 0.0 0.0 0.0
C -1.3480 -3.2600 1.8369 0.0 0.0 0.0
C -2.0546 -2.6563 -0.5132 0.0 0.1 0.0
N -0.9544 -1.7804 -0.5321 -0.1 -0.1 0.1
H -3.9722 -1.4837 -3.0528 0.0 0.0 0.0
H -2.3757 -2.0549 -3.5154 0.0 0.0 0.0
H -2.5257 -0.7113 -2.3956 -0.1 0.0 0.0
H -4.8722 -3.4723 -2.1902 0.0 0.0 0.0
H -5.1370 -4.9771 -0.2488 0.0 0.0 0.0
H -3.4936 -4.8734 1.6027 0.0 0.0 0.0
H -1.6475 -3.9384 2.6365 0.0 0.0 0.0
H -1.4262 -2.2330 2.2085 0.0 -0.1 0.0
H -0.2981 -3.4392 1.6164 0.1 0.0 -0.1
```
Positions in Å, forces in eV/Å.

Results
multiplicity	2
highest occupied orbital energy (spin up / spin down)	-0.227 / -0.229	Eh
energy relative to the best compared isomer or geometry (same formula, charge and spin)	0.000	eV
maximum force	0.78	eV/Å
total energy	-94805.433	eV
orbital gap (spin up / spin down)	0.193 / 0.195	Ha
net charge	0

=====

DFT (the ωB97M-V functional and the def2-TZVPD basis) results for the molecule C6H10.

```
16
Properties=species:S:1:pos:R:3:forces:R:3
C 2.6654 -0.0408 0.8907 -0.1 0.0 0.0
C 1.7816 -0.5009 -0.2190 0.0 0.0 0.0
C 0.4251 -0.4976 -0.2144 0.0 0.1 0.1
C -0.2812 -0.0235 0.9492 -0.1 0.0 -0.4
C -1.7443 0.1801 0.7498 0.1 0.1 0.1
C -2.3202 0.5159 -0.6315 0.0 0.0 -0.1
H 2.0649 0.3772 1.6986 0.2 -0.1 -0.1
H 3.2614 -0.8839 1.2621 -0.1 0.1 -0.1
H 3.3806 0.7047 0.5230 -0.1 -0.1 0.0
H -0.0678 -0.8383 -1.1331 0.0 0.1 0.2
H 2.2913 -0.8442 -1.1226 -0.1 0.0 0.1
H -2.1274 0.8879 1.4957 0.1 -0.1 -0.1
H -2.1360 -0.7968 1.0976 0.1 0.0 0.0
H -2.1937 -0.3010 -1.3483 0.0 0.1 0.1
H -3.3910 0.7325 -0.5568 0.2 0.0 0.0
H -1.8281 1.4044 -1.0427 -0.1 -0.1 0.0
```
Positions in Å, forces in eV/Å.

Results
highest occupied orbital energy	-0.283	Eh
energy relative to the best compared isomer or geometry (same formula, charge and spin)	3.555	eV
maximum force	0.40	eV/Å
total energy	-6380.304	eV
orbital gap	0.274	Ha
net charge	0

=====

> The highest maximum force belongs to which entry?

C15H31MgNO3P2

=====

> Number 2 is which compound?

C15H31MgNO3P2

=====

> Which formula does entry 1 have?

C33H55IrN6O3PS